Computed, not measured: one molecule with the formula C18H21NO2, with wB97M-V/def2-TZVPD.

Output
2S+1 = 1
Lowest unoccupied orbital energy = 0.84 eV
HOMO-LUMO gap = 0.305 hartree
E_tot = -903.7215 Ha
SMILES = COc1ccc(OC)c(CNc2ccc3c(c2)CCC3)c1
Relative energy (zero: lowest compared OMol25 entry of this formula, charge and spin) = 25.8 kcal/mol

Last column: Mulliken charge in e.
Element x y z (Å)
C -1.01546 1.89974 2.50057  -0.676
O -0.66992 0.72426 3.19194  -0.493
C -0.68075 -0.45295 2.50031  0.330
C -0.21357 -1.57613 3.17497  -0.893
C -0.15853 -2.80433 2.54482  -0.550
C -0.55938 -2.93730 1.22063  0.714
O -0.49472 -4.10502 0.50291  -0.419
C -0.07073 -5.27082 1.16240  -0.973
C -1.06281 -1.82023 0.54460  0.234
C -1.42074 -1.91514 -0.91878  -1.437
N -0.26098 -1.62644 -1.75079  -0.282
C 0.30860 -0.35941 -1.73306  0.784
C 1.69831 -0.22586 -1.76126  -0.693
C 2.30670 1.01761 -1.79137  -1.145
C 1.52010 2.15104 -1.77630  0.384
C 0.13329 2.03090 -1.76656  0.361
C -0.47834 0.79782 -1.75769  -0.198
C -0.50864 3.38850 -1.77939  -1.066
C 0.63915 4.32330 -1.36529  -0.568
C 1.92527 3.59629 -1.79039  -0.898
C -1.11940 -0.59473 1.18993  0.095
H -2.06760 1.89389 2.19599  0.308
H -0.85235 2.71438 3.20478  0.296
H -0.38261 2.04697 1.61893  0.213
H 0.11262 -1.46984 4.19710  0.436
H 0.21536 -3.65158 3.09720  0.385
H -0.72099 -5.51536 2.00856  0.371
H -0.13198 -6.06639 0.42088  0.255
H 0.96342 -5.18399 1.51244  0.361
H -1.75280 -2.92611 -1.16008  0.523
H -2.21981 -1.21424 -1.16327  0.392
H 0.43704 -2.35451 -1.65643  0.286
H 2.30828 -1.11909 -1.75443  0.349
H 3.38457 1.09265 -1.80887  0.420
H -1.55562 0.72986 -1.77742  0.523
H -1.36662 3.45925 -1.10938  0.297
H -0.85374 3.62124 -2.79094  0.338
H 0.55233 5.31123 -1.81556  0.313
H 0.63369 4.44397 -0.28014  0.275
H 2.76215 3.80677 -1.12366  0.348
H 2.22130 3.88923 -2.80222  0.277
H -1.50407 0.25056 0.64435  0.425

***

Computed, not measured: one molecule with the formula C18H21NO3S, with wB97M-V/def2-TZVPD.

Output
2S+1 = 1
Lowest unoccupied orbital energy = 0.67 eV
HOMO-LUMO gap = 0.334 hartree
E_tot = -1377.1901 Ha
SMILES = CCc1ccccc1NC(=O)CCS(=O)(=O)c1ccc(C)cc1
Relative energy (zero: lowest compared OMol25 entry of this formula, charge and spin) = 13.7 kcal/mol

Last column: Mulliken charge in e.
Element x y z (Å)
C -1.84186 3.34157 -0.27474  -0.506
C -1.44766 3.62335 -1.72806  -1.089
C -0.02613 3.20726 -1.99635  0.794
C 0.96994 4.17223 -2.03314  -0.742
C 2.29753 3.83820 -2.23326  -0.623
C 2.64674 2.51099 -2.40284  -0.657
C 1.67370 1.52960 -2.37462  -0.571
C 0.34028 1.86463 -2.16463  0.530
N -0.66053 0.88087 -2.15849  -0.083
C -0.53082 -0.43548 -1.88204  0.422
O 0.51822 -1.01220 -1.67759  -0.715
C -1.85260 -1.20839 -1.91070  -0.682
C -1.84275 -2.21585 -0.77954  -0.843
S -1.82018 -1.27950 0.80422  1.403
O -3.07988 -1.50406 1.46658  -0.752
O -1.48815 0.09241 0.49937  -0.609
C -0.51013 -2.00194 1.78718  -0.095
C 0.80301 -1.84897 1.38377  -0.042
C 1.80709 -2.41769 2.14611  -1.054
C 1.50781 -3.13359 3.30261  0.983
C 2.60825 -3.72501 4.12807  -1.418
C 0.17778 -3.27218 3.68470  -0.787
C -0.83460 -2.70771 2.92836  -0.489
H -1.72029 2.29117 -0.01902  0.014
H -2.87843 3.62436 -0.10349  0.329
H -1.21226 3.92276 0.39498  0.325
H -2.14058 3.11863 -2.40928  0.394
H -1.54204 4.69470 -1.92002  0.423
H 0.69616 5.20934 -1.89932  0.348
H 3.05197 4.61032 -2.25594  0.388
H 3.67844 2.23469 -2.56122  0.382
H 1.94287 0.49512 -2.50368  0.469
H -1.59991 1.24849 -2.13541  0.183
H -2.70535 -0.53879 -1.80029  0.396
H -1.92310 -1.72302 -2.87338  0.343
H -0.93740 -2.81715 -0.80534  0.447
H -2.72779 -2.84368 -0.75558  0.482
H 1.02672 -1.29935 0.48286  0.405
H 2.83708 -2.30652 1.84125  0.402
H 3.06783 -2.94927 4.74068  0.297
H 3.38241 -4.14853 3.49219  0.365
H 2.22845 -4.49951 4.78922  0.372
H -0.06684 -3.82500 4.57984  0.357
H -1.87299 -2.79734 3.20601  0.500

***

Computed, not measured: one molecule with the formula C18H22BF3N3O5PS in a non-equilibrium geometry, with wB97M-V/def2-TZVPD.

Output
2S+1 = 1
Lowest unoccupied orbital energy = -0.25 eV
HOMO-LUMO gap = 0.250 hartree
E_tot = -2303.2541 Ha
SMILES = C=CC[C@](N)(c1ccccn1)[C@](O[C@@H](c1ccccn1)P(O)(O)=S)(B(O)OC)C(F)(F)F

Last column: Mulliken charge in e.
Element x y z (Å)
C 3.19235 3.31450 2.16017  -0.881
C 2.13222 2.91636 1.25092  -0.359
C 1.10104 1.71704 1.64309  -0.361
C 0.34530 1.08780 0.39008  1.219
N 1.43121 0.98455 -0.67612  -0.563
C -0.68628 2.17600 -0.26977  -0.130
C -1.17126 1.88014 -1.67645  -0.120
C -2.11009 2.85988 -2.39197  -0.664
C -2.38107 4.09139 -1.51334  -0.301
C -1.77352 4.17839 -0.13032  -0.377
N -0.92082 3.29425 0.57657  -0.289
C -0.37170 -0.35448 0.66070  0.892
O -1.08852 -0.90652 -0.39833  -0.286
C -0.81793 -1.94229 -1.27174  -0.154
C 0.69652 -2.22850 -1.79031  0.341
C 1.03592 -1.60731 -3.18815  -0.339
C 2.46347 -1.88322 -3.71801  -0.398
C 3.28980 -2.74691 -2.74282  -0.353
C 2.80533 -3.30181 -1.40244  -0.360
N 1.49336 -3.03408 -0.96657  -0.221
P -1.71969 -3.63227 -0.96027  0.633
O -2.45665 -3.74625 0.55569  -0.428
O -0.71903 -4.98781 -1.16947  -0.520
S -3.17935 -3.88736 -2.26625  -0.474
B -1.58884 -0.07880 1.77825  0.547
O -2.49750 -1.16217 2.11576  -0.587
O -1.88051 1.15752 2.42613  -0.520
C -1.71018 1.11895 3.86562  -0.713
C 0.56950 -1.34117 1.55443  0.236
F 0.43739 -0.96551 2.94631  -0.311
F 0.08033 -2.68368 1.57454  -0.219
F 1.93764 -1.26564 1.27201  -0.244
H 4.26520 2.92506 2.01613  0.215
H 3.04585 4.02616 3.05176  0.255
H 2.07851 3.44268 0.23870  0.232
H 0.42800 2.18121 2.44773  0.139
H 1.78066 0.99559 2.22108  0.490
H 1.49798 1.89860 -1.16889  0.471
H 1.06858 0.35685 -1.40578  0.099
H -0.83457 0.91793 -2.18921  -0.023
H -2.55537 2.72182 -3.42730  0.369
H -3.03508 4.93373 -1.90734  0.314
H -2.00440 5.14988 0.44803  0.304
H -1.37350 -1.64852 -2.25287  0.535
H 0.24790 -0.98020 -3.73435  0.303
H 2.82345 -1.45077 -4.70139  0.364
H 4.36294 -2.99942 -3.06169  0.296
H 3.51970 -3.95435 -0.78356  0.329
H -2.60400 -4.70627 0.75609  0.306
H -0.36909 -5.26853 -0.28338  0.345
H -3.24098 -0.79651 2.65624  0.270
H -2.04086 0.10085 4.30409  0.246
H -2.38524 1.89326 4.38737  0.244
H -0.61417 1.23996 4.15058  0.199

***

lowest unoccupied orbital energy of number 1 (C18H21NO2)?
0.84 eV

***

What did the second record say?
Computed, not measured: one molecule with the formula C18H21NO3S, with wB97M-V/def2-TZVPD.

Output
2S+1 = 1
Lowest unoccupied orbital energy = 0.67 eV
HOMO-LUMO gap = 0.334 hartree
E_tot = -1377.1901 Ha
SMILES = CCc1ccccc1NC(=O)CCS(=O)(=O)c1ccc(C)cc1
Relative energy (zero: lowest compared OMol25 entry of this formula, charge and spin) = 13.7 kcal/mol

Last column: Mulliken charge in e.
Element x y z (Å)
C -1.84186 3.34157 -0.27474  -0.506
C -1.44766 3.62335 -1.72806  -1.089
C -0.02613 3.20726 -1.99635  0.794
C 0.96994 4.17223 -2.03314  -0.742
C 2.29753 3.83820 -2.23326  -0.623
C 2.64674 2.51099 -2.40284  -0.657
C 1.67370 1.52960 -2.37462  -0.571
C 0.34028 1.86463 -2.16463  0.530
N -0.66053 0.88087 -2.15849  -0.083
C -0.53082 -0.43548 -1.88204  0.422
O 0.51822 -1.01220 -1.67759  -0.715
C -1.85260 -1.20839 -1.91070  -0.682
C -1.84275 -2.21585 -0.77954  -0.843
S -1.82018 -1.27950 0.80422  1.403
O -3.07988 -1.50406 1.46658  -0.752
O -1.48815 0.09241 0.49937  -0.609
C -0.51013 -2.00194 1.78718  -0.095
C 0.80301 -1.84897 1.38377  -0.042
C 1.80709 -2.41769 2.14611  -1.054
C 1.50781 -3.13359 3.30261  0.983
C 2.60825 -3.72501 4.12807  -1.418
C 0.17778 -3.27218 3.68470  -0.787
C -0.83460 -2.70771 2.92836  -0.489
H -1.72029 2.29117 -0.01902  0.014
H -2.87843 3.62436 -0.10349  0.329
H -1.21226 3.92276 0.39498  0.325
H -2.14058 3.11863 -2.40928  0.394
H -1.54204 4.69470 -1.92002  0.423
H 0.69616 5.20934 -1.89932  0.348
H 3.05197 4.61032 -2.25594  0.388
H 3.67844 2.23469 -2.56122  0.382
H 1.94287 0.49512 -2.50368  0.469
H -1.59991 1.24849 -2.13541  0.183
H -2.70535 -0.53879 -1.80029  0.396
H -1.92310 -1.72302 -2.87338  0.343
H -0.93740 -2.81715 -0.80534  0.447
H -2.72779 -2.84368 -0.75558  0.482
H 1.02672 -1.29935 0.48286  0.405
H 2.83708 -2.30652 1.84125  0.402
H 3.06783 -2.94927 4.74068  0.297
H 3.38241 -4.14853 3.49219  0.365
H 2.22845 -4.49951 4.78922  0.372
H -0.06684 -3.82500 4.57984  0.357
H -1.87299 -2.79734 3.20601  0.500

***

E_tot of number 3 (C18H22BF3N3O5PS)?
-2303.2541 Ha